Computed, not measured: a molecular structure, C9H3Cl3CoN2O7 in a non-equilibrium geometry, with wB97M-V/def2-TZVPD.

HOMO-LUMO gap (spin up / spin down)   7.50 / 7.85 eV
Energy   -101886.42875 eV

```
! RIJCOSX wB97M-V def2-TZVPD def2/J DEFGRID3
* xyz 0 4
Co -0.45838 0.02787 -0.45001
O 2.52404 -1.76533 -2.24673
C 1.71871 -1.29187 -1.49437
O 0.57315 -0.72803 -1.79415
C 1.91419 -1.28482 0.02077
C 2.95232 -1.77543 0.78202
C 2.85474 -1.67912 2.16731
C 1.71372 -1.13896 2.75545
C 0.71397 -0.68065 1.92722
N 0.84990 -0.73931 0.60554
C -0.66027 -0.10718 2.28022
O -1.03427 0.00334 3.41353
O -1.30653 0.18960 1.17955
H 3.80826 -2.21736 0.29189
H 3.66086 -2.04195 2.79059
H 1.58673 -1.07056 3.82657
O 0.61965 2.35881 -1.51611
N 0.43484 1.73524 -0.60383
Cl -4.48702 0.28409 -2.67086
C -3.68554 1.81214 -2.32481
Cl -2.96034 2.45896 -3.81517
Cl -4.83607 2.95860 -1.66047
C -2.47898 1.63782 -1.34385
O -2.14895 2.54863 -0.62383
O -1.86873 0.50548 -1.49646
*
```

These are the Löwdin partial charges, in e, on atoms 1 to 8: 0.786, 0.137, -0.520, -0.063, -0.116, 0.043, 0.000, 0.044